Here is a structure of composition C42H41ClO2P3Pd in a non-equilibrium geometry from the OMol25 dataset. Energies are from ωB97M-V with the def2-TZVPD basis set.

Summary:
- net charge = +3
- HOMO (spin up / spin down) (eV) = -15.8 / -16.0
- spin multiplicity = 5

Structure (XYZ):
```
90
C42H41ClO2P3Pd, DFT ωB97M-V with the def2-TZVPD basis set
Pd -0.39 -0.22 -0.14
C 2.79 -1.36 -0.89
C 2.59 -1.77 0.58
P 1.35 -0.72 1.45
C 0.63 -1.70 2.79
C 1.43 -2.60 3.50
C 0.96 -3.13 4.69
C -0.29 -2.77 5.17
C -1.10 -1.89 4.45
C -0.63 -1.35 3.26
C 2.28 0.52 2.40
C 3.66 0.69 2.29
C 4.31 1.61 3.11
C 3.59 2.37 4.02
C 2.22 2.21 4.13
C 1.56 1.29 3.32
C 2.93 0.15 -1.17
P 1.41 0.89 -1.90
C 1.94 2.21 -3.02
C 3.22 2.77 -2.93
C 3.51 3.90 -3.67
C 2.56 4.46 -4.53
C 1.30 3.89 -4.62
C 0.99 2.76 -3.88
C 0.45 1.91 -0.69
C 1.07 2.63 0.34
C 0.35 3.57 1.05
C -0.99 3.80 0.76
C -1.61 3.12 -0.28
C -0.89 2.18 -1.01
H 1.95 -1.75 -1.47
H 3.68 -1.87 -1.26
H 3.53 -1.75 1.13
H 2.20 -2.79 0.62
H 2.41 -2.88 3.12
H 1.58 -3.80 5.26
H -0.64 -3.16 6.11
H -2.07 -1.62 4.83
H -1.23 -0.63 2.71
H 4.25 0.11 1.60
H 5.38 1.73 3.03
H 4.10 3.09 4.64
H 1.66 2.80 4.84
H 0.49 1.16 3.41
H 3.70 0.31 -1.92
H 3.22 0.70 -0.27
H 3.98 2.36 -2.28
H 4.49 4.35 -3.58
H 2.81 5.32 -5.13
H 0.56 4.31 -5.29
H 0.01 2.30 -3.98
H 2.12 2.49 0.56
H 0.84 4.13 1.83
H -1.55 4.52 1.34
H -2.64 3.33 -0.53
H -1.34 1.73 -1.89
C -0.91 -3.83 -0.83
P -1.18 -2.15 -1.44
C -2.83 -2.20 -2.21
C -0.13 -1.96 -2.92
C 0.81 -2.91 -3.31
C 1.51 -2.75 -4.50
C 1.30 -1.62 -5.29
C 0.38 -0.66 -4.90
C -0.32 -0.81 -3.71
H 0.11 -3.97 -0.45
H -1.09 -4.52 -1.66
H -1.61 -4.03 -0.03
H -2.76 -2.83 -3.09
H -3.16 -1.20 -2.51
H -3.55 -2.62 -1.51
H 0.99 -3.79 -2.70
H 2.20 -3.51 -4.82
H 1.84 -1.51 -6.22
H 0.21 0.21 -5.53
H -1.07 -0.08 -3.43
Cl -8.72 -0.25 2.95
C -7.15 -0.39 2.38
C -6.27 -1.32 2.99
C -4.98 -1.41 2.54
C -4.54 -0.57 1.50
C -5.42 0.36 0.90
C -6.71 0.44 1.32
C -3.12 -0.68 1.01
O -2.63 -1.83 0.96
O -2.52 0.40 0.78
H -6.62 -1.95 3.80
H -4.30 -2.11 3.00
H -5.05 1.02 0.12
H -7.41 1.13 0.86
```

Population analysis type Mulliken, resulting atomic charges in e: Pd 0.71; C -0.08; C -1.71; P 1.36; C 1.31; C -1.01; C -0.85; C -0.72; C -0.95; C -0.39; C 1.04; C -0.31; C -0.93; C -0.63; C -0.78; C -0.62; C -1.67; P 1.54; C 1.22; C -0.56; C -0.80; C -0.58; C -0.93; C -0.32; C -0.94; C -0.72; C -0.59; C -0.85; C -0.90; C 0.97; H -0.86; H 0.78; H 0.77; H 0.72; H 0.40; H 0.47; H 0.43; H 0.51; H 0.35; H 0.23; H 0.48; H 0.45; H 0.50; H 0.45; H 0.62; H 0.69; H 0.36; H 0.45; H 0.44; H 0.46; H 0.36; H 0.50; H 0.56; H 0.45; H 0.58; H 0.31; C -1.57; P 1.48; C -1.42; C 0.56; C -0.42; C -0.76; C -0.80; C -0.42; C -0.71; H 0.35; H 0.51; H 0.38; H 0.54; H 0.37; H 0.49; H 0.45; H 0.48; H 0.47; H 0.51; H 0.33; Cl 0.00; C 0.48; C -0.75; C -0.18; C 0.08; C -0.24; C -0.74; C 0.75; O -0.52; O -0.43; H 0.48; H 0.53; H 0.46; H 0.46



Here is a structure of composition C42H41EuNO3P2S in a non-equilibrium geometry from the OMol25 dataset. Energies are from ωB97M-V with the def2-TZVPD basis set.

Summary:
- relative energy (zero: lowest compared OMol25 entry of this formula, charge and spin) (kJ/mol) = 0.0
- HOMO (spin up / spin down) (eV) = -5.4 / -5.5
- spin multiplicity = 8

Structure (XYZ):
```
91
C42H41EuNO3P2S, DFT ωB97M-V with the def2-TZVPD basis set
Eu 1.03 -1.88 0.56
C -1.47 1.15 -4.60
C -1.09 2.24 -3.92
C -2.00 3.42 -3.67
C -3.50 3.10 -3.37
C -3.78 1.89 -2.52
C -4.01 0.66 -3.01
C -3.93 0.32 -4.46
C -2.81 1.03 -5.28
C 0.00 -2.05 3.24
H -0.79 0.32 -4.76
H -0.04 2.37 -3.62
H -1.99 4.11 -4.53
H -1.62 4.01 -2.82
H -3.91 3.97 -2.83
H -4.04 3.06 -4.32
H -3.93 2.11 -1.46
H -4.49 -0.11 -2.40
H -4.90 0.54 -4.94
H -3.78 -0.77 -4.57
H -2.68 0.45 -6.21
H -3.20 2.02 -5.58
H 0.32 -3.11 3.30
H -1.00 -1.86 3.66
H 0.76 -1.38 3.69
P 0.98 0.89 -0.56
P -1.53 -0.16 1.16
C -0.65 1.55 -0.85
C -1.70 1.12 -0.08
C 2.17 2.20 -0.32
C 1.98 3.48 -0.88
C 2.95 4.47 -0.67
C 4.07 4.22 0.12
C 4.24 2.95 0.71
C 3.30 1.95 0.50
C 1.56 -0.18 -1.96
C 0.95 -1.44 -2.21
C 1.54 -2.36 -3.10
C 2.65 -1.97 -3.86
C 3.23 -0.71 -3.68
C 2.71 0.17 -2.72
C -2.49 0.42 2.59
C -1.84 1.36 3.42
C -2.49 1.84 4.56
C -3.78 1.41 4.89
C -4.41 0.48 4.06
C -3.78 -0.01 2.91
C -2.44 -1.63 0.50
C -2.16 -2.91 1.02
C -2.86 -4.03 0.56
C -3.84 -3.88 -0.44
C -4.10 -2.63 -0.98
C -3.39 -1.51 -0.53
H -0.76 2.29 -1.65
H -2.66 1.62 -0.18
H 1.08 3.68 -1.46
H 2.81 5.45 -1.14
H 4.82 5.00 0.29
H 5.11 2.76 1.34
H 3.40 0.97 0.98
H 0.00 -1.73 -1.72
H 1.11 -3.35 -3.24
H 3.06 -2.64 -4.61
H 4.09 -0.40 -4.28
H 3.18 1.14 -2.54
H -0.82 1.68 3.20
H -1.99 2.56 5.21
H -4.29 1.81 5.77
H -5.42 0.14 4.31
H -4.29 -0.75 2.29
H -1.41 -3.00 1.81
H -2.63 -5.02 0.96
H -4.40 -4.76 -0.77
H -4.85 -2.52 -1.77
H -3.53 -0.53 -0.97
O 2.65 0.42 3.56
C 3.24 -0.58 3.15
N 3.04 -1.09 1.86
S 3.85 -2.49 1.53
O 2.76 -3.48 1.26
O 4.83 -2.35 0.50
C 4.54 -2.57 3.13
C 5.50 -3.50 3.53
C 6.05 -3.38 4.81
C 5.69 -2.29 5.61
C 4.80 -1.30 5.16
C 4.20 -1.46 3.90
H 5.78 -4.31 2.86
H 6.77 -4.11 5.18
H 6.14 -2.18 6.60
H 4.54 -0.43 5.76
```

Population analysis type Mulliken, resulting atomic charges in e: Eu 0.83; C -0.38; C -0.19; C -0.74; C -1.26; C 0.09; C -0.71; C -1.00; C -0.99; C -1.73; H 0.45; H 0.52; H 0.48; H 0.25; H 0.48; H 0.28; H 0.80; H 0.75; H 0.31; H 0.38; H 0.50; H 0.30; H 0.38; H 0.51; H 0.30; P 1.25; P 0.94; C 0.17; C -0.84; C -0.34; C -0.29; C -0.59; C -0.53; C -0.65; C 0.02; C 0.72; C -0.33; C -0.82; C -0.62; C -0.61; C -0.77; C 0.46; C -0.63; C -0.53; C -0.49; C -0.49; C -0.46; C 0.56; C -0.33; C -0.79; C -0.64; C -0.21; C 0.04; H -0.40; H 0.66; H 0.29; H 0.41; H 0.35; H 0.44; H 0.17; H 0.48; H 0.46; H 0.39; H 0.40; H 0.42; H 0.35; H 0.39; H 0.35; H 0.38; H 0.34; H 0.13; H 0.43; H 0.35; H 0.39; H -0.31; O -0.64; C 0.29; N -0.06; S 1.11; O -0.71; O -0.67; C 0.44; C -0.74; C -0.54; C -0.43; C -0.54; C 0.15; H 0.45; H 0.38; H 0.37; H 0.49



Here is a structure of composition C42H41IP2RhS3 in a non-equilibrium geometry from the OMol25 dataset. Energies are from ωB97M-V with the def2-TZVPD basis set.

Summary:
- net charge = +1
- relative energy (zero: lowest compared OMol25 entry of this formula, charge and spin) (kJ/mol) = 91.2
- HOMO (eV) = -10.5

Structure (XYZ):
```
90
C42H41IP2RhS3, DFT ωB97M-V with the def2-TZVPD basis set
Rh -1.28 -0.14 -0.66
C 0.27 -5.14 1.06
C -0.37 -3.78 1.33
S 0.12 -2.49 0.17
C 1.87 -2.26 0.57
C 2.85 -3.17 -0.18
S 2.47 -3.36 -1.94
C 2.38 -5.16 -2.22
C 1.81 -6.06 -1.13
S 0.09 -5.75 -0.64
H -0.20 -5.87 1.73
H 1.33 -5.12 1.32
H -0.15 -3.46 2.35
H -1.45 -3.86 1.23
H 1.99 -2.38 1.65
H 2.09 -1.21 0.35
H 2.89 -4.16 0.29
H 3.84 -2.75 -0.08
H 3.37 -5.53 -2.48
H 1.76 -5.23 -3.11
H 2.43 -6.05 -0.24
H 1.85 -7.08 -1.51
C -0.07 0.80 -6.72
C -1.21 0.50 -6.00
C -1.17 0.46 -4.62
C 0.03 0.71 -3.94
C 1.16 1.05 -4.68
C 1.11 1.09 -6.06
P 0.02 0.91 -2.14
C 1.74 1.07 -1.61
C 2.11 2.12 -0.78
C 3.41 2.21 -0.31
C 4.34 1.24 -0.66
C 3.97 0.18 -1.49
C 2.67 0.09 -1.96
C -1.02 2.32 -1.86
C -1.17 3.62 -2.34
C -2.33 4.29 -1.99
C -3.32 3.65 -1.24
C -3.18 2.34 -0.80
C -1.99 1.68 -1.09
H -0.10 0.83 -7.81
H -2.14 0.29 -6.51
H -2.07 0.23 -4.06
H 2.09 1.30 -4.18
H 2.01 1.35 -6.62
H 1.39 2.88 -0.50
H 3.71 3.03 0.33
H 5.36 1.31 -0.30
H 4.69 -0.57 -1.77
H 2.38 -0.73 -2.59
H -0.42 4.08 -2.97
H -2.49 5.31 -2.32
H -4.23 4.19 -1.01
H -3.98 1.86 -0.25
C 2.06 -0.99 4.57
C 0.72 -1.36 4.63
C -0.18 -0.87 3.69
C 0.27 -0.01 2.69
C 1.61 0.36 2.64
C 2.50 -0.13 3.58
P -0.87 0.80 1.52
C -0.77 2.51 2.11
C -0.73 2.72 3.50
C -0.65 4.00 4.01
C -0.59 5.09 3.16
C -0.62 4.90 1.79
C -0.71 3.61 1.27
C -2.55 0.25 1.92
C -3.52 1.12 2.42
C -4.84 0.71 2.52
C -5.22 -0.56 2.08
C -4.27 -1.42 1.57
C -2.94 -1.03 1.50
H 2.75 -1.37 5.31
H 0.37 -2.02 5.41
H -1.22 -1.15 3.75
H 1.96 1.05 1.88
H 3.54 0.17 3.54
H -0.76 1.87 4.17
H -0.62 4.14 5.09
H -0.52 6.09 3.56
H -0.58 5.74 1.11
H -0.76 3.48 0.19
H -3.25 2.12 2.73
H -5.59 1.38 2.92
H -6.26 -0.86 2.14
H -4.56 -2.41 1.22
H -2.20 -1.74 1.14
I -2.26 -1.85 -2.34
```

Population analysis type Mulliken, resulting atomic charges in e: Rh -0.76; C -0.88; C -0.73; S 0.42; C 0.11; C -1.35; S 0.04; C -0.72; C -0.83; S -0.09; H 0.57; H 0.32; H 0.26; H 0.50; H 0.41; H -0.55; H 0.62; H 0.51; H 0.40; H 0.42; H 0.42; H 0.45; C -0.50; C -0.91; C -0.80; C 1.07; C -0.48; C -0.78; P 2.40; C 0.51; C -0.55; C -0.49; C -0.86; C -0.80; C -0.97; C -0.19; C -0.45; C -0.92; C -0.56; C -0.42; C 0.29; H 0.40; H 0.43; H 0.30; H 0.37; H 0.43; H 0.22; H 0.50; H 0.43; H 0.53; H 1.03; H 0.57; H 0.46; H 0.46; H 0.61; C -0.76; C -0.57; C -0.44; C 0.92; C -0.50; C -0.57; P 1.97; C 0.11; C -0.66; C -0.74; C -0.68; C -1.26; C 0.45; C 0.32; C -1.15; C -0.60; C -0.72; C -0.82; C 0.51; H 0.40; H 0.49; H 0.40; H 0.31; H 0.47; H 0.48; H 0.46; H 0.42; H 0.49; H 0.16; H 0.42; H 0.44; H 0.41; H 0.50; H -0.34; I -0.17